{"formula": "C15H10CoF3N2O3", "method": "wB97M-V/def2-TZVPD", "symbols": ["H", "Co", "C", "C", "F", "H", "O", "C", "C", "C", "F", "H", "H", "H", "C", "H", "C", "F", "C", "H", "O", "N", "C", "C", "H", "C", "H", "N", "C", "C", "H", "C", "C", "O"], "positions_angstrom": [[-5.68582, 2.94028, 0.77695], [-0.85508, -1.46757, -0.23178], [5.73957, 0.69803, 0.06069], [4.81607, 1.73600, 0.23924], [-1.90890, -4.13719, 0.22959], [6.79986, 0.91549, 0.08129], [3.63830, -2.18641, -0.37553], [-4.82948, -0.14206, -0.34748], [-5.04275, 2.11744, 0.49836], [3.01976, 0.12470, 0.01254], [-1.27262, -3.83277, -1.79925], [-1.07999, 2.35116, 0.81154], [6.03252, -1.40304, -0.28031], [2.66734, -2.27337, -0.38791], [-1.44331, 1.40022, 0.42899], [-3.26584, 3.14404, 1.00246], [-3.39403, -0.07360, -0.23871], [0.18121, -4.20564, -0.25168], [-5.61258, 0.90243, -0.00148], [-5.24767, -1.06460, -0.72303], [-2.72516, -1.09184, -0.59846], [-0.52081, 0.50174, 0.13548], [1.59626, -0.15323, -0.00123], [-0.96030, -3.50038, -0.51240], [-6.68705, 0.82216, -0.10479], [-3.70270, 2.22851, 0.62265], [5.15325, 2.75087, 0.39231], [0.73345, 0.89338, 0.27805], [-2.81062, 1.16256, 0.26520], [3.47667, 1.44244, 0.21724], [2.73826, 2.21831, 0.35580], [5.32661, -0.59692, -0.14122], [3.96139, -0.90656, -0.17327], [1.16416, -1.31457, -0.23985]], "forces_ev_per_a": [[-0.024, -0.010, -0.012], [0.019, -1.110, -0.161], [0.016, 0.059, 0.007], [-0.013, -0.094, -0.017], [-0.377, -0.073, 0.301], [0.006, 0.002, -0.003], [0.019, 0.026, 0.004], [0.232, 0.008, -0.025], [-0.177, -0.067, -0.034], [-0.053, 0.230, 0.066], [-0.032, 0.059, -0.416], [-0.147, 0.074, -0.057], [0.013, -0.021, -0.005], [-0.084, -0.023, -0.010], [-0.366, -0.044, -0.075], [0.013, 0.003, -0.006], [-0.104, -0.265, -0.194], [0.395, -0.035, 0.038], [0.065, 0.248, 0.097], [0.065, -0.054, -0.019], [-0.436, 0.624, 0.091], [0.702, 0.017, 0.145], [-0.164, 0.129, 0.131], [0.057, 0.065, 0.196], [-0.008, 0.018, 0.028], [0.162, -0.026, 0.010], [0.009, 0.009, 0.007], [0.020, -0.189, -0.133], [-0.175, 0.293, 0.176], [-0.008, -0.018, 0.003], [-0.003, 0.005, 0.006], [-0.093, -0.015, -0.004], [0.112, -0.037, -0.009], [0.360, 0.213, -0.126]], "energy_ev": -70618.2694, "max_force_ev_per_a": 1.1, "homo_lumo_gap_ev": [7.48, 5.87], "multiplicity": 5}

***

{"formula": "C15H10IN5O", "method": "wB97M-V/def2-TZVPD", "symbols": ["N", "C", "C", "N", "C", "N", "I", "C", "H", "C", "C", "H", "C", "H", "O", "N", "H", "C", "C", "C", "C", "C", "N", "C", "H", "H", "C", "H", "H", "C", "H", "H"], "positions_angstrom": [[-4.00419, -2.48410, -2.35286], [-1.23358, -0.64247, -1.57977], [-3.19969, -1.92418, -1.48551], [4.34571, 1.01922, 0.70653], [-1.31489, -0.53244, -0.18219], [-3.20687, -1.95168, -0.14806], [-4.67828, -3.42233, -5.40651], [-0.19138, 0.64961, 1.65626], [-2.24092, -1.24905, 1.51939], [1.10492, 1.29352, 2.01315], [2.46729, 3.19360, 2.88477], [-1.80397, -1.41880, -4.43558], [2.27034, 0.83542, 1.41695], [4.39754, 3.31791, 2.29099], [-1.19187, 0.86054, 2.41380], [-0.32706, 0.23319, 0.34669], [0.60180, 0.30380, -0.18388], [-2.23296, -1.23933, 0.47621], [3.49174, 2.77988, 2.17578], [-2.47569, -1.61923, -3.66386], [3.39803, 1.59603, 1.39230], [-3.64473, -2.40192, -3.69530], [3.95164, -0.15909, 0.29287], [-2.25789, -1.35431, -2.29654], [1.92893, -1.00985, 0.24845], [-4.84951, -2.95439, -2.04662], [1.23899, 2.46633, 2.84484], [0.38884, 2.97151, 3.41387], [2.60399, 4.17277, 3.43367], [2.62078, -0.31330, 0.60069], [4.44825, -0.79801, -0.43737], [-0.40531, -0.21885, -2.21317]], "forces_ev_per_a": [[-5.203, -3.620, -1.416], [-0.787, -0.547, -2.047], [1.272, 0.843, 1.331], [4.372, 0.177, -0.851], [1.571, 0.531, -4.332], [0.245, 0.417, 0.100], [1.105, 1.208, 2.144], [-3.675, 2.831, 2.071], [-0.175, -0.049, 1.501], [-0.603, 1.994, 2.013], [-1.774, 1.199, 1.384], [0.642, 0.406, -1.176], [-0.211, -2.896, -2.397], [0.925, 0.280, -0.467], [2.467, -1.582, -1.943], [4.330, 1.010, 1.693], [-2.285, -0.130, 0.853], [-3.336, -2.061, -0.504], [2.024, -0.735, -1.211], [-2.053, -1.705, 0.004], [1.039, 0.949, 1.121], [1.461, 0.966, 0.221], [-2.618, -1.149, -1.542], [4.216, 2.696, 1.495], [-0.175, -1.621, -0.454], [0.186, -0.009, -0.205], [-1.922, -0.693, -0.715], [0.872, -1.344, -1.126], [-0.619, -1.457, -0.371], [0.287, 2.098, 1.615], [-0.800, 2.113, 2.094], [-0.782, -0.119, 1.118]], "energy_ev": -33313.1321, "max_force_ev_per_a": 6.5, "smiles": "O=C(Nc1cnc2[nH]c(I)cc2c1)c1cccc2n[nH]cc12", "homo_lumo_gap_ev": 7.81, "multiplicity": 1}

***

{"formula": "C15H10N7", "method": "wB97M-V/def2-TZVPD", "symbols": ["H", "C", "C", "H", "H", "C", "H", "H", "N", "C", "N", "C", "N", "C", "C", "N", "H", "H", "C", "N", "H", "C", "H", "C", "N", "C", "N", "H", "C", "C", "C", "C"], "positions_angstrom": [[-3.77180, -1.59061, 3.30987], [-3.15590, -0.91970, 2.70521], [-1.90323, -1.35590, 2.26557], [1.96998, 0.49618, -5.40883], [2.08888, 3.09058, -1.58535], [1.12910, 1.34325, 2.19124], [-4.57920, 0.70467, 2.71813], [1.35053, -1.03911, -4.81688], [0.92869, 2.41373, 2.63774], [-1.54386, 0.76653, 1.14503], [0.51882, -0.97122, -0.29347], [-2.79985, 1.21105, 1.58634], [1.29070, 1.33143, -0.78612], [0.34200, -0.88459, 1.17842], [-3.60250, 0.36386, 2.36318], [1.70926, -0.10889, -4.64360], [0.58862, -1.86456, 1.60768], [-0.08756, -2.97464, -0.76344], [2.69162, -0.27948, 1.32867], [3.78284, -0.63055, 1.07491], [-3.13194, 2.22043, 1.32803], [0.30456, -2.02932, -1.13238], [-0.91176, 1.40811, 0.51863], [1.05978, -0.43495, -2.38481], [0.64980, -1.73849, -2.39175], [-1.08391, -0.48392, 1.54372], [1.97600, 1.64956, -3.09326], [-1.52030, -2.35115, 2.50304], [0.95823, 0.09340, -1.08959], [1.59183, 0.40373, -3.40735], [1.36832, 0.09447, 1.61133], [1.79224, 2.06608, -1.81991]], "forces_ev_per_a": [[0.096, 0.284, -0.221], [0.074, 0.017, -0.271], [0.094, 0.511, 0.113], [-0.062, -0.225, 0.215], [-0.118, -0.348, -0.078], [-0.336, 1.302, 0.411], [0.328, -0.081, -0.120], [0.112, 0.371, 0.077], [0.266, -1.497, -0.502], [-0.602, 0.431, 0.206], [-0.520, 0.487, -0.601], [0.212, -0.444, -0.114], [0.708, 2.422, -1.006], [-0.265, 0.398, -0.156], [0.151, -0.017, 0.083], [0.242, 0.103, -1.003], [-0.274, -0.119, -0.354], [0.210, 0.245, -0.226], [1.199, -0.228, 0.078], [-1.244, 0.349, 0.199], [0.035, -0.396, 0.083], [0.860, 1.299, -1.261], [-0.225, -0.228, 0.414], [0.028, 0.460, 0.784], [-0.730, -1.400, 0.444], [0.372, -0.442, -0.281], [-0.260, -0.197, -0.068], [-0.191, 0.277, 0.075], [0.329, -1.139, -1.159], [-0.510, -0.359, 1.858], [0.834, 0.049, 1.474], [-0.812, -1.887, 0.906]], "total_charge": -1, "energy_ev": -26149.4566, "max_force_ev_per_a": 2.7, "homo_lumo_gap_ev": 6.53, "multiplicity": 1}

***

{"formula": "C15H11BrCl2N2O4S", "method": "wB97M-V/def2-TZVPD", "symbols": ["N", "H", "C", "H", "C", "C", "C", "C", "C", "H", "C", "H", "C", "O", "H", "C", "S", "H", "O", "C", "Cl", "C", "C", "O", "N", "H", "C", "C", "Br", "Cl", "H", "C", "H", "O", "H", "H"], "positions_angstrom": [[-1.08266, -0.52947, 1.50354], [2.93974, 2.85286, -3.49730], [-1.57850, -1.70418, 1.07282], [-1.71981, -2.46792, 3.02211], [1.92526, 1.32555, -2.19336], [-2.76438, -3.72963, 1.58106], [-1.90291, -2.71292, 2.00991], [-3.14110, -3.83746, 0.25995], [-1.03983, 0.73001, 0.79733], [-3.90345, -4.53964, -0.13567], [1.88810, 0.94159, -0.84341], [4.54841, 3.70004, -1.82890], [-0.16464, 1.77203, 1.59177], [-2.66910, 0.25958, -1.35352], [2.76306, 1.28122, 1.07468], [3.76502, 2.90429, -1.65023], [-1.50799, -0.61152, -1.34576], [1.19901, 0.82645, -2.74351], [-0.68539, 3.06711, 1.55821], [-2.66771, -2.98261, -0.70996], [-3.33186, -4.92787, 2.68600], [2.80265, 1.59836, 0.04541], [0.96081, -0.21067, -0.45464], [0.73362, 1.38544, 2.29789], [-0.37638, 0.40451, -0.44041], [-0.14912, 3.53766, 2.22419], [3.68600, 2.67509, -0.28817], [-1.88198, -1.93280, -0.25172], [4.72868, 3.59431, 1.13048], [-3.28322, -3.25026, -2.24591], [1.25309, -0.61352, 0.54763], [2.91438, 2.36022, -2.53575], [-0.55319, -0.45634, 2.34387], [-0.86893, -0.95452, -2.63560], [1.11847, -1.03938, -1.15322], [-1.95418, 1.28440, 0.56018]], "forces_ev_per_a": [[0.037, 2.221, 1.807], [-0.106, -0.623, -0.448], [-0.653, -1.254, 0.807], [0.160, -0.331, 0.991], [2.836, 2.431, 2.452], [1.176, 0.377, 0.490], [-1.076, 0.174, -1.420], [-1.207, -1.068, -1.119], [1.584, 0.323, -0.384], [0.736, 0.126, 0.948], [2.435, 0.786, -0.579], [-1.193, -0.896, -0.901], [-1.268, -0.281, 0.751], [0.236, -1.046, -0.305], [0.058, -0.002, 0.242], [2.756, 3.113, 2.253], [0.780, 3.117, -2.091], [-0.870, -0.247, -1.979], [1.396, -2.255, 0.236], [-0.050, -0.178, 2.217], [-0.043, 0.123, 0.160], [-0.140, 0.468, 0.694], [1.467, 1.302, 1.741], [-0.509, 0.920, -0.353], [-1.283, -2.101, -3.202], [-0.123, 0.155, -0.317], [-1.679, -2.942, 0.793], [0.478, 0.778, -2.290], [-0.921, -0.900, -1.530], [0.106, 0.394, -1.318], [-0.315, 0.355, -0.595], [-2.897, -1.966, -1.419], [0.074, -0.609, 0.744], [-1.063, 0.006, 2.912], [-0.718, 0.349, -0.092], [-0.203, -0.819, 0.101]], "energy_ev": -132823.9929, "max_force_ev_per_a": 4.7, "smiles": "O=C(O)[C@@H]1Nc2cc(Cl)cc(Cl)c2S(=O)(=O)N1Cc1cccc(Br)c1", "homo_lumo_gap_ev": 9.05, "multiplicity": 1}

***

{"formula": "C15H11Cl5N7Ru", "method": "wB97M-V/def2-TZVPD", "symbols": ["N", "H", "C", "C", "Cl", "N", "H", "C", "C", "H", "C", "Cl", "H", "C", "C", "N", "H", "N", "H", "H", "C", "C", "H", "C", "Cl", "Cl", "C", "Cl", "N", "C", "C", "H", "C", "N", "C", "N", "H", "Ru", "H"], "positions_angstrom": [[0.01430, 0.01111, 2.19191], [-0.59299, -1.30321, 6.17775], [-1.96378, -4.33371, -0.09465], [-0.56627, -4.43561, 0.02291], [-4.26771, -2.87287, -0.22771], [0.19627, 2.07726, -0.04685], [-1.59832, -1.32726, 4.71659], [-2.58035, -3.07565, -0.10677], [0.22546, -3.28757, 0.12025], [-1.81316, 2.58444, -0.10019], [2.48514, 1.51864, 0.00904], [-2.92178, -5.72888, -0.20658], [3.43970, -1.50114, 0.26632], [0.06819, -0.02800, 3.35306], [-0.35645, -2.02165, 0.09848], [2.12724, 0.19785, 0.16325], [5.25380, 0.29914, -0.02596], [0.09629, -0.07409, 4.63537], [1.49907, -0.00410, 6.18512], [-1.65497, 0.07624, 5.81064], [1.70478, 3.91250, -0.08226], [-1.01721, -0.69545, 5.38223], [0.71386, 1.55154, 5.82891], [-1.73702, -1.99787, -0.00930], [1.93129, -3.47460, 0.27176], [-2.32609, -0.32739, 0.07656], [1.13658, 0.64735, 5.39362], [0.15628, -5.97966, 0.05245], [3.76785, 1.70569, -0.08176], [-0.52832, 4.32498, -0.12272], [1.44980, 2.55177, -0.04906], [2.72300, 4.28184, -0.07866], [-0.79897, 2.96029, -0.08472], [0.71112, 4.79588, -0.11592], [3.29064, -0.44176, 0.17182], [4.25626, 0.45564, 0.02350], [1.96048, 0.90652, 4.73453], [0.07815, -0.06663, 0.30573], [-1.33386, 5.04750, -0.15641]], "forces_ev_per_a": [[0.203, 0.006, 0.327], [0.015, -0.017, -0.010], [0.040, -0.003, 0.016], [-0.011, -0.009, -0.033], [0.017, -0.003, 0.007], [0.062, 0.095, 0.140], [0.009, 0.008, -0.016], [-0.091, -0.018, -0.073], [0.083, 0.024, -0.107], [0.005, -0.001, 0.042], [-0.165, 0.165, -0.042], [-0.017, -0.018, -0.013], [0.005, -0.004, 0.014], [-0.062, -0.050, 0.243], [-0.078, 0.043, 0.267], [-0.024, 0.245, 0.159], [-0.002, -0.013, -0.009], [-0.041, 0.023, -0.094], [0.005, -0.020, -0.010], [0.027, 0.023, -0.004], [-0.070, 0.110, -0.043], [-0.038, 0.029, 0.029], [-0.027, -0.009, -0.003], [0.056, -0.028, 0.006], [-0.064, 0.004, 0.046], [-0.121, -0.087, 0.086], [0.034, -0.020, 0.023], [0.002, -0.023, -0.003], [0.077, -0.082, 0.029], [-0.009, -0.009, -0.023], [0.232, -0.094, -0.005], [-0.016, 0.030, -0.004], [-0.066, 0.072, -0.116], [0.117, -0.120, 0.003], [-0.042, -0.050, -0.036], [0.036, 0.023, -0.002], [-0.012, -0.005, -0.015], [-0.048, -0.191, -0.778], [-0.018, -0.024, 0.002]], "total_charge": 2, "energy_ev": -91341.7574, "max_force_ev_per_a": 0.8, "homo_lumo_gap_ev": [6.77, 6.02], "multiplicity": 2}

***

{"formula": "C15H11ClF3N3O4S", "method": "wB97M-V/def2-TZVPD", "symbols": ["C", "O", "F", "H", "C", "Cl", "H", "C", "C", "H", "H", "C", "H", "C", "O", "F", "F", "S", "C", "O", "O", "H", "N", "H", "C", "C", "C", "H", "N", "C", "H", "C", "C", "C", "C", "H", "N", "H"], "positions_angstrom": [[-3.68122, -0.71434, 1.02868], [0.87092, -2.45497, -0.46172], [4.91036, 0.00920, -3.53862], [0.23467, 1.43188, -0.58295], [0.89490, 0.60150, 1.90491], [-4.59614, -2.73922, -0.64059], [-1.05563, 2.73667, 2.64931], [4.23241, 0.86271, -2.74481], [-1.03356, 1.69043, 3.06528], [0.40057, -0.10082, -1.30863], [1.26613, 1.54133, 1.78392], [-0.22026, 1.72130, 4.27910], [-1.64973, -3.05383, -0.31746], [-3.30466, -1.79252, 0.21246], [1.07567, -2.15737, 1.94359], [1.79274, 3.42672, -0.45320], [5.63793, 2.63592, -3.14467], [0.62728, -1.57572, 0.68190], [2.60121, 2.58217, -1.07626], [-0.55880, 1.03992, 5.24483], [0.83552, 2.59174, 4.31696], [-4.70047, -0.56490, 1.29234], [1.26234, -0.09782, 0.65751], [3.97418, 4.08192, -1.54537], [3.09786, 0.39924, -2.08815], [2.29264, 1.24027, -1.29868], [4.60601, 2.17631, -2.51710], [2.82487, -0.59930, -2.12107], [-2.72077, 0.09348, 1.59610], [3.77738, 3.03219, -1.71398], [-2.02576, 1.41456, 3.37822], [-1.47968, -0.09973, 1.42979], [-1.04723, -1.25940, 0.78585], [0.96298, 0.62900, -0.64791], [-1.96093, -2.13861, 0.19360], [1.29410, 0.01172, 2.70468], [-0.57601, 0.83194, 1.95807], [1.24691, 2.67517, 5.20280]], "forces_ev_per_a": [[2.717, -0.175, -0.071], [-0.170, 2.248, 0.544], [0.032, 0.740, 0.326], [0.011, 0.200, 0.839], [-2.021, -1.823, -1.605], [1.406, 0.793, 0.884], [-0.207, -0.716, 0.507], [-1.019, -0.590, 0.839], [-0.113, 1.920, -2.777], [1.272, 0.664, 0.378], [1.617, 2.606, 0.256], [0.618, -1.279, 3.787], [0.173, 0.459, 0.185], [-1.295, 0.154, 0.589], [-0.587, 0.963, -0.789], [-0.098, 0.123, 0.427], [1.624, 1.024, -0.663], [1.600, -5.063, 1.260], [2.153, -1.623, -2.524], [1.038, 1.275, -1.368], [-0.532, -0.212, -0.383], [-0.599, 0.478, 0.017], [-0.424, 1.621, -1.549], [0.573, 0.047, -0.401], [0.219, 2.372, 0.667], [-2.175, -1.364, 1.011], [-2.642, 0.319, 1.290], [-0.433, -1.845, -0.387], [-5.028, 0.005, -0.061], [-0.109, -0.371, 0.200], [-0.248, -0.179, -0.141], [2.659, -0.240, 0.433], [-0.860, -0.939, -1.148], [1.052, -0.347, -0.987], [0.109, 0.325, -0.500], [0.130, -0.028, 0.673], [0.160, -0.982, 0.679], [-0.599, -0.556, -0.435]], "energy_ev": -59901.6795, "max_force_ev_per_a": 5.5, "smiles": "O=C(O)CN1CN(Cc2cc(F)c(F)cc2F)S(=O)(=O)c2cc(Cl)cnc21", "homo_lumo_gap_ev": 8.85, "multiplicity": 1}